Record 1
73
Properties=species:S:1:pos:R:3 method="wB97M-V/def2-TZVPD" e_tot_ev=-68583.15764 homo_ev="-10.95 / -13.06" fmax_ev_per_a=4.08 total_charge=+2 spin_multiplicity=5 e_lumo_ev="-5.35 / -7.35" gap_ev="5.60 / 5.71" s2=6.045
Pd -0.029 1.351 0.196
S 0.031 -0.641 2.792
P 0.502 -2.541 -0.961
P -1.868 0.841 -1.224
N -0.764 0.521 1.844
N 0.385 -0.260 -4.118
C -3.527 -0.862 5.543
C -1.110 -3.090 -0.451
C -2.298 0.610 -3.037
C 4.236 -1.512 -3.356
C 3.182 -2.455 -3.381
C 2.348 -0.201 4.123
C -1.690 2.724 -4.338
C -2.444 -1.487 3.467
C -2.400 -0.152 5.952
C 2.122 2.604 4.099
C -1.272 -0.077 5.134
C -3.557 -1.525 4.308
C 1.864 -2.024 -3.307
C 0.023 1.038 -3.947
C 1.807 -3.343 -0.101
C 1.590 -0.640 -3.641
C 0.736 -2.905 -2.750
C 1.010 2.094 -3.769
C 3.205 1.979 4.734
C 2.626 0.341 -3.369
C 1.138 1.824 3.483
C 2.339 1.731 -3.438
C 0.593 3.436 -3.943
C -2.441 2.564 -1.008
C -1.355 1.462 -3.852
C -0.678 3.688 -4.450
C 3.950 -0.157 -3.172
C 3.314 0.579 4.749
C -1.330 -0.758 3.914
C 1.252 0.437 3.507
C -3.197 -0.106 -0.437
H -3.370 2.680 -1.567
H 1.345 4.233 -3.856
H -2.986 -0.304 0.620
H -4.412 -0.880 6.172
H 0.630 -1.115 -0.780
H -2.407 -2.044 2.529
H 0.957 -3.985 -2.813
H 0.993 1.074 -0.901
H 2.797 2.294 -2.569
H 2.771 -3.058 -0.521
H 2.023 3.693 4.056
H -2.275 -0.460 -3.291
H -2.608 2.723 0.062
H 4.173 0.108 5.231
H -0.231 -2.716 -3.241
H 2.404 -1.282 4.118
H -1.408 -2.603 0.491
H -3.339 0.946 -3.141
H -4.100 0.519 -0.538
H -3.339 -1.047 -0.983
H -1.579 1.043 2.171
H 0.306 2.281 2.956
H 5.283 -1.842 -3.473
H -2.369 0.334 6.923
H 1.665 -4.418 -0.198
H -1.672 3.242 -1.391
H -1.874 -2.880 -1.217
H -1.046 -4.179 -0.286
H -0.939 4.675 -4.851
H 3.399 -3.512 -3.477
H -4.425 -2.106 4.001
H -2.737 2.944 -4.603
H -0.372 0.440 5.429
H 4.718 0.587 -3.002
H 1.762 -3.073 0.953
H 3.970 2.601 5.189

---

Record 2
81
Properties=species:S:1:pos:R:3 method="wB97M-V/def2-TZVPD" e_tot_ev=-67243.40446 homo_ev=-12.80 e_above_lowest_kj_mol=242.6 fmax_ev_per_a=3.25 total_charge=+2 e_lumo_ev=-5.96 gap_ev=6.83
Os 0.181 0.471 0.604
S 3.384 -0.603 0.961
O 1.872 -0.889 1.039
O 1.041 2.302 1.387
O 3.085 -0.725 -2.370
O -0.706 -1.455 -0.193
O 1.164 -4.816 -2.932
O 0.679 0.176 -1.509
N 0.925 -1.146 -1.685
N -0.542 -0.097 4.666
N 2.211 -2.834 -2.593
N -1.485 2.231 -1.021
N -0.911 2.007 0.030
N -0.509 0.372 2.531
C 1.167 -3.765 -2.363
C -2.185 4.708 2.320
C -1.698 0.859 3.066
C -3.206 3.245 -5.597
C -1.027 4.837 3.085
C -1.109 3.007 1.064
C -0.029 0.115 -3.810
C 0.158 -3.428 -1.263
C -1.240 -3.932 -1.668
C 0.693 -4.166 0.005
C 0.079 -1.956 -0.988
C -0.173 0.676 -2.543
C -1.824 2.212 -3.378
C -1.721 0.576 4.386
C -1.779 -3.288 -2.948
C 0.157 -0.197 3.526
C -3.311 3.853 -4.315
C -0.128 -0.622 5.994
C 0.094 4.056 2.825
C 4.097 -2.180 0.677
C -0.229 -4.153 1.225
C -1.096 1.647 -2.258
C -2.417 2.161 -5.762
C 2.192 -1.508 -2.240
C 3.896 -0.405 2.638
C 2.337 2.489 1.979
C -2.218 3.789 1.279
C 0.026 3.132 1.804
C -1.696 1.632 -4.662
C -2.647 3.359 -3.239
C -0.804 0.564 -4.832
H -3.096 3.657 0.656
H 2.324 2.252 3.041
H 3.005 1.825 1.455
H 0.882 -5.191 -0.310
H 4.972 -0.198 2.642
H -0.986 5.563 3.890
H 4.065 -2.392 -0.394
H 1.106 -0.702 3.432
H -2.473 0.765 5.141
H 1.658 -3.725 0.272
H -2.437 1.371 2.470
H -1.154 -5.011 -1.798
H 3.360 0.443 3.056
H -0.112 -1.706 5.986
H -0.710 0.099 -5.810
H -3.931 4.735 -4.195
H -0.486 -3.142 1.541
H -3.749 3.656 -6.440
H -2.794 -3.636 -3.147
H 0.692 -0.664 -4.002
H 3.676 -1.322 3.191
H -3.056 5.320 2.531
H -2.722 3.850 -2.280
H 0.854 -0.245 6.257
H -1.824 -2.193 -2.873
H 0.998 4.190 3.408
H 5.138 -2.147 1.011
H 2.980 -3.137 -3.169
H 2.674 3.513 1.830
H -0.842 -0.284 6.735
H -1.168 -3.553 -3.819
H -1.920 -3.732 -0.839
H -2.316 1.690 -6.734
H 0.279 -4.650 2.056
H 3.521 -2.907 1.252
H -1.154 -4.702 1.037

---

Record 3
77
Properties=species:S:1:pos:R:3 method="wB97M-V/def2-TZVPD" e_tot_ev=-62288.46173 homo_ev=-8.84 fmax_ev_per_a=0.76 e_lumo_ev=-0.88 gap_ev=7.96
S -2.184 -0.050 1.711
Al 0.279 -0.106 -0.199
O 3.092 2.603 -1.098
O 0.734 -3.913 -1.519
O -3.307 0.096 0.805
N 1.152 1.558 -0.364
N 1.862 -0.644 -1.278
N -0.129 -1.952 -0.610
N -0.809 0.166 1.214
C 2.759 0.292 -1.554
C -0.683 -3.139 3.454
C 2.360 1.640 -0.986
C -1.494 -2.437 -3.469
C -1.473 -3.186 1.036
C -2.188 -0.273 -2.368
C -2.708 -3.710 1.409
C -0.614 3.517 -1.592
C 2.095 1.801 2.379
C -3.799 -3.644 0.559
C -0.306 4.780 -2.399
C -0.569 4.699 0.624
C 3.511 2.381 2.447
C 0.687 3.879 2.492
C -0.288 -3.280 1.983
C -1.361 -2.579 -0.224
C -2.458 -2.480 -1.086
C 0.483 -4.591 1.777
C -0.131 3.637 -0.160
C 1.993 -1.906 -1.647
C 3.910 -0.028 -2.240
C -2.429 -1.784 -2.442
C 4.082 -1.357 -2.624
C 0.726 2.694 0.412
C 0.791 -2.729 -1.243
C 3.115 -2.319 -2.333
C 1.619 1.338 3.757
C -3.669 -3.031 -0.675
C -2.113 3.193 -1.621
C -0.164 4.824 1.941
C 1.143 2.801 1.744
H 1.423 -4.570 2.335
H -2.887 0.216 -1.690
H -2.818 -4.183 2.376
H -0.532 4.622 -3.456
H -2.439 2.954 -2.636
H 0.212 -3.009 4.065
H 0.701 -4.776 0.727
H -1.170 -0.038 -2.034
H -1.194 -4.034 3.815
H -3.446 -1.892 -2.823
H -2.280 0.173 -3.360
H 3.858 2.692 1.460
H 4.637 0.742 -2.458
H -2.695 4.050 -1.272
H -4.753 -4.056 0.864
H 4.214 1.648 2.852
H 0.746 5.055 -2.309
H 1.002 3.984 3.523
H 3.214 -3.354 -2.625
H 4.978 -1.647 -3.159
H -0.111 -5.431 2.148
H -1.818 -2.178 -4.480
H 2.129 0.913 1.745
H -4.529 -2.963 -1.332
H -2.352 2.346 -0.974
H 3.522 3.259 3.099
H -1.240 5.437 0.200
H -0.909 5.623 -2.054
H -0.079 2.691 -2.061
H -1.485 -3.523 -3.375
H 2.263 0.534 4.121
H -1.337 -2.281 3.623
H 0.596 0.962 3.708
H 1.657 2.146 4.490
H 0.382 -2.450 1.751
H -0.467 -2.084 -3.357
H -0.511 5.658 2.538

---

Record 4
85
Properties=species:S:1:pos:R:3 method="wB97M-V/def2-TZVPD" e_tot_ev=-176723.33968 homo_ev="-9.65 / -9.65" e_above_lowest_kj_mol=17.1 fmax_ev_per_a=1.24 total_charge=+1 spin_multiplicity=6 e_lumo_ev="-3.42 / -4.47" gap_ev="6.23 / 5.18" s2=8.760
I 0.071 0.471 -3.055
Br -0.577 2.553 -5.756
Fe 0.083 0.078 -0.234
P 1.088 -2.936 1.018
O -3.276 -1.537 0.566
O -1.858 0.793 6.532
O 0.670 -1.558 0.483
O -3.403 -0.660 5.701
O -1.700 -0.305 -0.436
N 4.111 1.386 -1.034
N 2.270 0.198 -0.902
N 0.698 2.098 0.096
N -0.076 -3.737 1.826
N 1.507 -3.825 -0.282
N 2.151 3.731 0.050
N 2.396 -2.835 2.007
N -0.625 0.399 1.757
C 2.272 -2.041 3.268
C 0.080 3.237 0.555
C 4.091 -1.179 1.950
C -2.093 -4.909 2.107
C 0.972 4.261 0.531
C -2.924 0.278 -3.147
C 1.619 -4.684 -2.455
C -0.007 0.905 2.826
C 1.696 -5.862 -1.483
C -2.377 -0.748 0.639
C -0.576 0.857 4.084
C 2.011 -5.210 -0.134
C 0.935 -3.607 -1.624
C 3.282 -0.611 -1.362
C 4.430 0.113 -1.454
C -1.195 -4.316 1.033
C -4.387 1.339 -4.729
C -0.551 -3.419 3.207
C -1.833 -0.171 1.911
C 2.804 1.387 -0.715
C -4.201 0.516 -3.628
C -2.447 0.130 5.665
C -1.843 0.879 -3.780
C -2.019 1.710 -4.877
C 3.718 -2.549 1.401
C -1.819 0.259 4.254
C 3.594 -1.276 3.390
C -2.462 -0.257 3.131
C -3.304 1.935 -5.352
C 1.936 2.430 -0.205
C -2.012 -3.873 3.225
H 4.753 2.160 -0.987
H 2.622 -4.361 -2.745
H -5.383 1.522 -5.110
H 2.448 -6.597 -1.762
H 0.880 5.297 0.809
H -1.691 -5.869 2.439
H 5.424 -0.153 -1.770
H 0.731 -6.370 -1.440
H 3.000 4.250 -0.101
H 5.157 -0.967 1.873
H 1.060 -4.918 -3.360
H -5.048 0.053 -3.139
H 1.527 -5.715 0.702
H 0.973 1.339 2.660
H -0.081 1.269 4.954
H -3.444 2.577 -6.211
H 3.086 -5.192 0.063
H 2.097 -2.695 4.120
H -0.814 -5.066 0.338
H 3.666 -2.590 0.315
H -2.767 -0.361 -2.290
H 3.533 -0.407 1.407
H -3.424 -0.739 3.236
H 4.436 -3.302 1.735
H -2.671 -3.037 2.994
H -0.470 -2.356 3.437
H 3.453 -0.310 3.873
H -0.151 -3.750 -1.628
H 1.132 -2.593 -1.975
H -3.108 -5.060 1.745
H 1.436 -1.343 3.199
H 0.050 -3.974 3.927
H 4.306 -1.848 3.987
H 3.123 -1.651 -1.596
H -2.294 -4.264 4.200
H -0.947 3.236 0.877
H -1.734 -3.550 0.469

---

Record 5
77
Properties=species:S:1:pos:R:3 method="wB97M-V/def2-TZVPD" e_tot_ev=-90061.20954 homo_ev="-14.31 / -13.72" e_above_lowest_kj_mol=43.5 fmax_ev_per_a=0.87 total_charge=+2 spin_multiplicity=6 e_lumo_ev="-5.58 / -8.12" gap_ev="8.73 / 5.60" s2=8.801
Fe -0.056 0.249 0.030
S -1.517 -2.653 1.326
O 1.449 0.338 -1.532
O 1.071 -1.750 0.131
O -1.363 -1.159 1.107
N 1.628 1.458 1.156
N -0.524 2.312 -1.212
N -1.214 1.834 1.387
N -1.483 -0.159 -1.796
C -2.756 -1.690 -3.112
C -2.777 -0.781 -4.162
C -1.793 2.860 -0.718
C 3.730 0.986 2.197
C 1.939 -2.338 -0.509
C 3.286 3.150 1.292
C -1.327 1.692 2.707
C -3.932 -3.979 1.385
C 3.021 0.151 -3.221
C 0.595 3.265 -1.120
C -3.187 -2.838 2.064
C -3.017 3.380 1.426
C 3.618 -2.421 -2.334
C -2.136 0.435 -4.004
C 2.465 0.620 1.778
C -2.095 -1.336 -1.951
C -0.499 -3.088 2.787
C 2.015 2.716 0.925
C 4.152 2.281 1.933
C 1.047 3.671 0.284
C -2.288 2.348 3.453
C 2.307 -0.383 -2.090
C -3.167 3.194 2.789
C 2.297 -3.740 -0.098
C 2.630 -1.729 -1.653
C -2.017 2.683 0.759
C -0.703 1.971 -2.620
C -1.493 0.708 -2.804
C -0.528 -2.003 3.845
C 4.293 -1.867 -3.421
C 3.984 -0.572 -3.863
H -2.123 1.166 -4.802
H -1.875 3.925 -0.976
H 0.338 4.181 -1.671
H 0.279 1.807 -3.065
H 3.346 -3.796 0.200
H 5.058 -2.441 -3.926
H -3.947 3.712 3.331
H 2.142 -4.430 -0.929
H 0.166 -2.247 4.648
H 1.672 -4.044 0.736
H 1.531 4.643 0.203
H -3.287 -1.018 -5.086
H -4.033 -3.803 0.314
H 4.508 -0.151 -4.710
H 3.882 -3.421 -2.021
H 5.141 2.606 2.226
H -0.598 1.049 3.182
H -1.519 -1.869 4.278
H -0.222 -1.064 3.393
H 2.097 -0.387 1.946
H 1.443 2.802 -1.626
H -1.181 2.792 -3.168
H 4.365 0.278 2.711
H -2.342 2.203 4.522
H -3.091 -3.013 3.134
H -4.932 -4.068 1.808
H 0.191 3.801 0.944
H -3.664 4.059 0.885
H 0.511 -3.229 2.404
H -2.049 -2.010 -1.106
H -3.422 -4.932 1.529
H -3.244 -2.651 -3.193
H 2.765 1.153 -3.541
H -2.608 2.342 -1.230
H 3.592 4.165 1.079
H -3.669 -1.876 1.899
H -0.876 -4.050 3.138

---

Record 6
77
Properties=species:S:1:pos:R:3 method="wB97M-V/def2-TZVPD" e_tot_ev=-72993.21052 homo_ev="-6.59 / -6.59" e_above_lowest_kj_mol=263.7 fmax_ev_per_a=3.58 e_lumo_ev="-1.21 / -1.21" gap_ev="5.38 / 5.38"
Pt 0.953 0.178 0.384
S 3.535 -0.167 0.586
S 1.064 0.067 2.885
Si -2.305 2.162 0.295
N 0.332 0.329 -1.839
N 1.038 6.504 0.230
N 1.729 2.396 0.272
N 0.601 -1.809 0.025
N -1.138 1.048 -0.291
C -3.816 -1.802 0.101
C 1.445 3.042 -0.861
C -2.469 -1.894 0.405
C -4.298 -2.298 -1.098
C 0.180 -4.194 0.008
C 1.652 4.492 1.416
C -2.098 -3.046 -1.676
C -3.432 -2.893 -2.002
C 5.205 0.095 2.648
C 0.707 -0.116 -3.028
C -1.633 2.736 1.979
C -2.367 3.670 -0.895
C -4.128 1.595 0.484
C 3.753 0.019 2.270
C 3.074 0.167 4.678
C -1.946 0.403 -2.522
C -0.797 -5.105 0.401
C -0.223 -0.322 -4.032
C -1.619 -2.548 -0.472
C 0.758 -6.909 0.131
C 1.204 4.395 -0.923
C 1.264 5.161 0.248
C 2.174 -0.350 -3.222
C -0.957 0.609 -1.538
C 1.459 -4.649 -0.295
C -0.182 -2.762 -0.114
C 1.863 3.131 1.377
C -0.507 -6.454 0.465
C 2.748 0.080 3.211
C -1.565 -0.067 -3.756
C 1.740 -6.003 -0.244
H -2.893 3.426 -1.813
H -1.395 1.883 2.606
H -2.979 0.584 -2.276
H 1.415 2.439 -1.757
H -0.721 3.309 1.852
H 5.734 -0.744 2.198
H 3.681 -0.682 4.991
H 2.731 -6.351 -0.502
H 0.952 4.865 -1.863
H -4.492 -1.342 0.806
H 0.867 6.969 1.106
H -1.786 -4.753 0.653
H -5.351 -2.228 -1.325
H -1.419 -3.554 -2.345
H -3.794 -3.257 -2.953
H -4.462 1.044 -0.388
H 3.621 1.084 4.899
H -2.073 -1.491 1.327
H -1.361 3.977 -1.166
H 5.371 0.084 3.719
H 2.153 2.606 2.277
H 0.975 -7.968 0.158
H -1.278 -7.147 0.770
H 2.213 -3.935 -0.593
H -2.306 -0.243 -4.522
H 2.602 0.426 -3.856
H -4.272 0.960 1.352
H 1.768 5.038 2.341
H -4.783 2.454 0.594
H 2.351 -1.308 -3.706
H 2.675 -0.329 -2.254
H 0.586 6.890 -0.580
H -2.337 3.362 2.515
H 5.631 1.011 2.239
H -2.866 4.523 -0.445
H 0.092 -0.659 -5.004
H 2.152 0.165 5.254